No. 1
C48H134N8O23 | ωB97M-V with the def2-TZVPD basis set

Last column: Löwdin charge in e.
Atoms and positions in Å:
O (3.545789, -5.701863, 5.263391)  -0.32
H (4.072047, -6.493965, 5.372240)  -0.01
H (2.748032, -5.873099, 5.763893)  -0.05
O (-1.520640, -3.526491, -1.081745)  -0.05
H (-1.898590, -4.367820, -0.825730)  0.06
H (-1.101621, -3.199452, -0.285692)  -0.02
O (-1.360926, -2.593557, -3.614026)  -0.06
H (-2.029388, -3.176809, -3.973503)  0.03
H (-1.393998, -2.744065, -2.669305)  -0.03
O (4.834381, 1.907070, 1.079777)  -0.06
H (4.775940, 1.570275, 0.185697)  -0.02
H (5.238869, 2.769458, 0.985417)  0.03
O (-0.060178, -3.016282, 1.107478)  -0.07
H (0.869081, -2.899039, 1.304837)  0.02
H (-0.507716, -2.809634, 1.927989)  0.00
O (5.797900, -4.593529, 4.170033)  -0.16
H (4.901051, -4.907014, 4.286728)  -0.05
H (6.035851, -4.224824, 5.020725)  0.00
O (-0.492571, 2.453509, 1.063646)  -0.07
H (-0.839765, 2.211418, 0.205109)  -0.04
H (0.192508, 1.807682, 1.236285)  -0.01
C (1.611560, 1.892252, 4.496239)  -0.06
O (2.516412, 2.025644, 5.642061)  -0.17
C (3.329341, 0.888312, 5.917058)  -0.24
C (3.996795, 1.079037, 7.236033)  -0.21
N (3.109337, 1.082624, 8.445490)  -0.04
C (3.793643, 1.632471, 9.503668)  -0.27
C (2.833810, 1.669277, 10.713695)  -0.20
O (1.775133, 2.634847, 10.497316)  -0.20
C (0.827906, 2.627231, 11.503377)  -0.14
H (2.105894, 1.612321, 3.565995)  0.07
H (1.054703, 2.793114, 4.238459)  0.09
H (0.873641, 1.105361, 4.652441)  0.07
H (4.060348, 0.759988, 5.118772)  0.10
H (2.843616, -0.087395, 5.929616)  0.11
H (4.517531, 2.025051, 7.087689)  0.12
H (4.826305, 0.377676, 7.326165)  0.11
H (2.357007, 1.669238, 8.113841)  0.11
H (4.120888, 2.657606, 9.330137)  0.12
H (4.645115, 0.978116, 9.690510)  0.13
H (3.416168, 1.782257, 11.628125)  0.11
H (2.346395, 0.700101, 10.819687)  0.12
H (0.165248, 1.798688, 11.253345)  0.09
H (0.238409, 3.527798, 11.331403)  0.09
H (1.304204, 2.521553, 12.478092)  0.09
C (0.277310, -2.011629, -8.893004)  -0.13
O (0.613563, -1.047715, -7.890788)  -0.20
C (-0.251718, -1.145148, -6.702563)  -0.17
C (0.078181, -0.093298, -5.588210)  -0.17
N (-0.547662, 1.194373, -5.976287)  -0.06
C (-0.183312, 2.307072, -5.070197)  -0.18
C (-0.677271, 3.717035, -5.449607)  -0.22
O (0.240264, 4.344613, -6.294743)  -0.19
C (-0.130171, 5.559191, -6.930439)  -0.11
H (-0.694126, -1.874418, -9.367965)  0.07
H (0.311306, -3.054140, -8.576578)  0.08
H (0.877857, -1.885395, -9.793839)  0.08
H (-0.256954, -2.141242, -6.260001)  0.11
H (-1.231251, -0.934249, -7.131678)  0.09
H (1.141348, -0.050539, -5.351697)  0.12
H (-0.505695, -0.479801, -4.752863)  0.08
H (-0.207320, 1.438999, -6.895218)  0.10
H (0.870044, 2.296177, -4.790152)  0.11
H (-0.671435, 2.025457, -4.137173)  0.10
H (-0.809507, 4.386230, -4.599432)  0.12
H (-1.657994, 3.607502, -5.912512)  0.11
H (-1.121232, 5.521544, -7.382630)  0.07
H (0.485642, 5.832555, -7.787254)  0.09
H (-0.308645, 6.362160, -6.215255)  0.08
C (-4.631310, -0.998679, 1.381973)  -0.08
O (-3.656007, -1.236490, 2.432071)  -0.18
C (-2.353752, -0.751229, 2.101039)  -0.21
C (-1.313823, -0.753676, 3.242847)  -0.15
N (-1.087262, -2.205443, 3.568738)  -0.06
C (-0.309385, -2.265558, 4.818053)  -0.19
C (-1.156311, -1.850470, 6.051155)  -0.20
O (-2.316231, -2.700174, 6.193164)  -0.18
C (-2.735964, -2.896613, 7.497115)  -0.17
H (-4.746671, 0.038615, 1.067631)  0.08
H (-5.532844, -1.378364, 1.862771)  0.09
H (-4.583294, -1.663785, 0.519757)  0.07
H (-2.499116, 0.296416, 1.837585)  0.11
H (-2.005743, -1.245200, 1.193855)  0.09
H (-1.764802, -0.193973, 4.062265)  0.12
H (-0.369854, -0.339715, 2.888372)  0.09
H (-2.057726, -2.431255, 3.733970)  0.10
H (0.527319, -1.584174, 4.663940)  0.09
H (0.004207, -3.291196, 5.012587)  0.10
H (-1.353129, -0.778972, 6.015800)  0.11
H (-0.435679, -2.036808, 6.847440)  0.11
H (-3.601705, -3.556227, 7.556323)  0.08
H (-2.934108, -2.025595, 8.121742)  0.08
H (-2.018298, -3.476622, 8.077326)  0.08
C (8.167302, -0.837296, 1.324799)  -0.10
O (7.690625, -1.527959, 2.487068)  -0.21
C (6.607910, -0.841653, 3.233197)  -0.16
C (7.073321, 0.380655, 4.133946)  -0.18
N (8.302397, 0.142196, 4.980520)  -0.04
C (7.935220, -0.829034, 6.054493)  -0.20
C (9.004932, -0.796103, 7.181273)  -0.23
O (8.399400, -1.589412, 8.169440)  -0.22
C (8.886767, -1.271619, 9.487758)  -0.10
H (7.334931, -0.556204, 0.679620)  0.07
H (8.876107, -1.450921, 0.768781)  0.08
H (8.670636, 0.054714, 1.697721)  0.08
H (6.079863, -1.480477, 3.941127)  0.09
H (5.820162, -0.500165, 2.561666)  0.08
H (6.196534, 0.728886, 4.679907)  0.09
H (7.282610, 1.198273, 3.444174)  0.09
H (9.082556, -0.261723, 4.482227)  0.09
H (7.740622, -1.822013, 5.649250)  0.11
H (6.975950, -0.571348, 6.503369)  0.10
H (9.069829, 0.243085, 7.503728)  0.12
H (9.909923, -1.270220, 6.801426)  0.12
H (8.155321, -1.806500, 10.093546)  0.09
H (8.855327, -0.204803, 9.709158)  0.08
H (9.896907, -1.596509, 9.737088)  0.08
C (1.343761, 4.014438, -1.319341)  -0.11
O (2.112661, 3.030696, -1.989932)  -0.19
C (3.484589, 3.321382, -1.779529)  -0.21
C (4.303612, 2.104538, -2.332106)  -0.19
N (4.191919, 0.841808, -1.601516)  -0.06
C (5.060435, -0.153299, -2.227215)  -0.19
C (4.774812, -1.613880, -1.840546)  -0.21
O (3.564856, -2.132781, -2.442551)  -0.17
C (3.377860, -3.407104, -1.919575)  -0.14
H (0.286414, 3.761475, -1.397650)  0.08
H (1.433321, 5.018691, -1.733520)  0.09
H (1.479308, 3.984280, -0.238226)  0.09
H (3.785182, 3.414490, -0.735943)  0.10
H (3.838816, 4.249717, -2.227668)  0.12
H (5.334320, 2.458922, -2.344872)  0.12
H (4.051752, 2.036627, -3.390424)  0.12
H (3.219625, 0.583354, -1.690644)  0.08
H (6.060910, 0.107624, -1.882157)  0.11
H (5.144000, -0.098602, -3.312637)  0.12
H (4.811805, -1.709395, -0.755368)  0.12
H (5.635883, -2.235429, -2.086172)  0.12
H (2.484640, -3.862194, -2.347544)  0.09
H (3.185689, -3.439927, -0.847158)  0.09
H (4.226299, -4.044735, -2.167947)  0.09
C (2.992080, -2.827176, 3.113848)  -0.07
O (2.586609, -2.138365, 1.882988)  -0.24
C (2.643029, -0.700966, 2.094367)  -0.17
C (2.227812, 0.017824, 0.810585)  -0.16
N (0.770065, -0.013822, 0.505486)  -0.06
C (0.524005, 0.180459, -0.908028)  -0.18
C (-0.965084, 0.181413, -1.285880)  -0.13
O (-1.565748, 1.496161, -1.064916)  -0.21
C (-2.826178, 1.593239, -1.703324)  -0.08
H (2.078319, -2.926464, 3.699756)  0.06
H (3.735970, -2.229624, 3.640781)  0.06
H (3.477662, -3.793252, 2.976021)  0.07
H (3.665938, -0.478107, 2.397828)  0.10
H (2.020990, -0.544610, 2.975685)  0.09
H (2.794322, -0.376922, -0.032834)  0.09
H (2.570455, 1.052574, 0.810572)  0.10
H (0.566502, -0.963131, 0.783819)  0.07
H (0.966679, -0.723553, -1.326257)  0.12
H (1.160815, 0.972163, -1.302723)  0.11
H (-1.350197, -0.685681, -0.749274)  0.10
H (-0.888706, -0.065667, -2.344753)  0.10
H (-2.831791, 1.164014, -2.705234)  0.07
H (-3.120254, 2.639695, -1.784155)  0.10
H (-3.601938, 1.023025, -1.192297)  0.06
C (-4.107080, -1.052033, -6.297541)  -0.12
O (-4.992558, 0.003797, -6.061112)  -0.22
C (-4.408646, 1.328302, -5.804993)  -0.17
C (-5.360367, 2.568434, -5.725579)  -0.24
N (-6.013866, 2.750688, -6.963709)  -0.06
C (-6.863188, 3.983977, -6.977329)  -0.16
C (-6.940566, 4.590147, -8.445925)  -0.20
O (-7.918832, 3.870871, -9.197667)  -0.19
C (-8.039406, 4.239542, -10.564780)  -0.12
H (-4.638632, -1.996502, -6.181211)  0.09
H (-3.502278, -1.053359, -5.390724)  0.06
H (-3.613097, -0.989432, -7.267165)  0.09
H (-3.628119, 1.467241, -6.553040)  0.11
H (-3.827732, 1.227031, -4.888268)  0.09
H (-4.636915, 3.367099, -5.561677)  0.11
H (-6.044613, 2.428188, -4.888780)  0.11
H (-6.568360, 1.906602, -6.975746)  0.11
H (-6.305433, 4.717263, -6.394841)  0.10
H (-7.754516, 3.889057, -6.357163)  0.11
H (-5.922367, 4.636627, -8.832220)  0.11
H (-7.246166, 5.632030, -8.350107)  0.11
H (-8.750589, 3.549459, -11.018770)  0.08
H (-7.103279, 4.043854, -11.087708)  0.08
H (-8.345560, 5.247480, -10.844832)  0.08
C (-10.187606, -4.474370, -4.451981)  -0.10
O (-9.746874, -3.300254, -3.729862)  -0.18
C (-9.985866, -2.081370, -4.432477)  -0.23
C (-9.643517, -0.896776, -3.512223)  -0.21
N (-8.196987, -0.664747, -3.582696)  -0.04
C (-7.689025, 0.207243, -2.470105)  -0.19
C (-6.230838, 0.006424, -2.374766)  -0.23
O (-5.901507, -1.360435, -2.195212)  -0.18
C (-4.597549, -1.755046, -2.406081)  -0.12
H (-9.950554, -5.303581, -3.785409)  0.08
H (-9.632411, -4.607700, -5.380465)  0.08
H (-11.233987, -4.615934, -4.722448)  0.08
H (-11.038485, -1.952452, -4.684398)  0.11
H (-9.388389, -1.993131, -5.339860)  0.12
H (-10.017423, -1.123261, -2.513729)  0.11
H (-10.176044, 0.028204, -3.733434)  0.11
H (-7.619420, -1.480909, -3.439857)  0.09
H (-8.217066, -0.054991, -1.553317)  0.12
H (-7.846885, 1.260309, -2.702993)  0.12
H (-5.882327, 0.644995, -1.563048)  0.11
H (-5.684774, 0.312302, -3.267151)  0.11
H (-4.239553, -1.496857, -3.402718)  0.07
H (-4.468715, -2.834580, -2.484253)  0.10
H (-3.916206, -1.332500, -1.667620)  0.07

Cartesian forces (eV/Å) of the 2 atoms listed first:
0.335 0.659 -0.652
0.337 -0.657 0.214

Summary:
Charge   -1
Kohn-Sham gap (spin up / spin down)   1.44 / 8.65 eV
2S+1   2
LUMO energy (spin up / spin down)   1.715 / 1.715 eV

No. 2
C32H41N6PdSSi | ωB97M-V with the def2-TZVPD basis set

Last column: Löwdin charge in e.
Atoms and positions in Å:
Pd (-0.570457, -0.433597, 0.731152)  0.85
C (-1.428762, -1.548431, -0.727665)  -0.28
Si (-0.190526, -1.748570, -2.093974)  0.61
C (1.280311, -2.178009, -1.005797)  -0.22
N (1.354598, -1.269277, 0.184436)  -0.26
C (2.191556, -0.057837, -0.149286)  -0.16
C (3.653809, -0.168092, 0.292904)  -0.17
C (4.205921, -1.575159, 0.102954)  -0.18
C (3.372769, -2.591304, 0.907124)  -0.16
C (1.999741, -2.030513, 1.288483)  -0.19
C (-0.512004, -3.163105, -3.266711)  -0.24
C (-0.601361, -4.475999, -2.792226)  -0.10
C (-0.856851, -5.533206, -3.651006)  -0.08
C (-1.033234, -5.293998, -5.007484)  -0.08
C (-0.954258, -3.999514, -5.498046)  -0.08
C (-0.695174, -2.944435, -4.633817)  -0.09
C (0.080918, -0.175617, -3.064524)  -0.27
C (-0.904593, 0.805378, -3.162563)  -0.10
C (-0.699471, 1.959442, -3.908527)  -0.08
C (0.502709, 2.149176, -4.572808)  -0.07
C (1.492768, 1.176839, -4.502181)  -0.07
C (1.278205, 0.025564, -3.760101)  -0.11
H (-1.619368, -2.511409, -0.236824)  0.02
H (-2.392812, -1.136698, -1.029332)  0.01
H (2.246792, -2.231667, -1.507922)  0.09
H (1.070452, -3.185040, -0.632352)  0.09
H (1.734718, 0.822101, 0.306768)  0.08
H (2.130170, 0.082125, -1.227298)  0.10
H (3.756222, 0.112271, 1.344256)  0.10
H (4.234222, 0.562535, -0.272361)  0.12
H (5.250208, -1.611347, 0.410962)  0.11
H (4.195663, -1.826973, -0.959466)  0.10
H (3.881334, -2.852451, 1.836905)  0.12
H (3.265051, -3.520420, 0.348161)  0.11
H (2.104507, -1.361234, 2.134259)  0.07
H (1.318924, -2.828531, 1.585329)  0.12
H (-0.475725, -4.684672, -1.734193)  0.10
H (-0.919994, -6.542441, -3.265356)  0.11
H (-1.233006, -6.117580, -5.680457)  0.11
H (-1.093329, -3.810714, -6.554559)  0.11
H (-0.632240, -1.938113, -5.031833)  0.10
H (-1.856823, 0.661897, -2.664714)  0.09
H (-1.483121, 2.703446, -3.980897)  0.10
H (0.665374, 3.045675, -5.156769)  0.11
H (2.426120, 1.314285, -5.032624)  0.11
H (2.056101, -0.731857, -3.728786)  0.11
S (-4.938276, 0.484167, 1.675323)  1.13
C (-3.434060, -0.318500, 1.604755)  -0.45
N (-2.478934, 0.303265, 0.983021)  -0.13
C (-2.926645, 1.517559, 0.462856)  -0.31
C (-2.178328, 2.417553, -0.298812)  -0.04
C (-2.787287, 3.576262, -0.724413)  -0.05
C (-4.126710, 3.850966, -0.408601)  -0.06
C (-4.879299, 2.966116, 0.331135)  -0.07
C (-4.262915, 1.791282, 0.762319)  -0.45
H (-3.293907, -1.286105, 2.063636)  0.10
H (-1.150108, 2.191509, -0.550588)  0.10
H (-2.224835, 4.288174, -1.313447)  0.11
H (-4.576853, 4.770760, -0.756020)  0.11
H (-5.913894, 3.173220, 0.567427)  0.12
C (1.251652, 0.507066, 3.447310)  -0.19
N (0.084538, 0.958830, 2.638119)  -0.12
C (0.359904, 2.370025, 2.238993)  -0.17
N (0.612729, 3.236393, 3.374172)  -0.08
C (1.762265, 2.719326, 4.118032)  -0.15
N (1.520881, 1.354717, 4.591355)  -0.08
C (0.335878, 1.360780, 5.451029)  -0.16
N (-0.840244, 1.849082, 4.729972)  -0.08
C (-1.078100, 1.000926, 3.577391)  -0.18
C (-0.559362, 3.206305, 4.253161)  -0.15
H (2.128947, 0.498498, 2.801315)  0.10
H (1.044624, -0.502745, 3.803747)  0.13
H (-0.503767, 2.746719, 1.694192)  0.11
H (1.228613, 2.376961, 1.576067)  0.12
H (1.956126, 3.365670, 4.974146)  0.13
H (2.641287, 2.724880, 3.470318)  0.13
H (0.520905, 2.002798, 6.312295)  0.13
H (0.144686, 0.346391, 5.806258)  0.13
H (-1.939864, 1.391780, 3.041686)  0.10
H (-1.289085, -0.019942, 3.904819)  0.13
H (-0.379821, 3.855587, 5.110217)  0.13
H (-1.426787, 3.580784, 3.705591)  0.13

Cartesian forces (eV/Å) of the 2 atoms listed first:
-0.002 -0.002 0.008
0.019 0.043 0.060

Summary:
Charge   +1
Kohn-Sham gap   8.70 eV
Energy above the lowest of the compared OMol25 structures with the same formula, charge and spin   0.7 kcal/mol
LUMO energy   -2.538 eV

No. 3
C9H10N2O4Pd | ωB97M-V with the def2-TZVPD basis set

Last column: Löwdin charge in e.
Atoms and positions in Å:
Pd (0.540052, -0.854519, -2.005461)  0.56
C (-0.594159, -2.158538, -0.965302)  -0.09
O (-1.312506, -2.649875, -0.230048)  0.15
C (1.148417, -0.737131, -3.923552)  -0.07
O (1.295545, -1.110326, -5.013872)  0.19
C (2.488108, -0.895292, -1.209871)  -0.07
O (3.259600, -1.349365, -0.490449)  0.17
C (-0.430805, 1.019582, -2.093712)  -0.11
O (-1.364881, 1.667242, -2.034056)  0.17
C (2.256621, 2.296076, -0.933386)  -0.11
H (1.377633, 2.871456, -0.595927)  0.06
H (2.842983, 1.848897, -0.119961)  0.06
C (2.561027, 2.085481, -2.205274)  -0.10
H (3.452391, 1.527690, -2.499646)  0.07
H (1.984190, 2.494803, -3.041065)  0.07
C (-3.046555, -0.530189, 2.040207)  0.05
N (-1.634649, -0.288993, 2.318570)  -0.04
C (-1.056922, -0.905867, 3.518313)  0.06
C (-0.800614, 0.180790, 1.421851)  -0.13
N (0.036547, 0.521063, 0.650748)  0.31
H (-3.593340, -0.713403, 2.983722)  0.13
H (-3.196377, -1.419695, 1.393592)  0.13
H (-3.500850, 0.342692, 1.535602)  0.14
H (-0.031199, -1.261693, 3.304406)  0.13
H (-1.009194, -0.198602, 4.354370)  0.14
H (-1.671063, -1.782282, 3.840200)  0.14

Cartesian forces (eV/Å) of the 2 atoms listed first:
0.482 0.294 -0.537
-1.554 -0.598 1.907

Summary:
Charge   +2
Kohn-Sham gap (spin up / spin down)   9.07 / 4.09 eV
2S+1   3
LUMO energy (spin up / spin down)   -7.073 / -12.037 eV

Computed electronic energy (hartree) in order:
-4077.268031, -2387.919908, -886.506021
Computed strongest force on any atom (eV/A) in order:
4.802, 0.157, 6.051